(1)
The following is a DFT calculation (ωB97M-V/def2-TZVPD) of an isolated molecule of H4N4 at a distorted geometry.

Its energy above the lowest of the compared OMol25 structures with the same formula, charge and spin is 81.4 kcal/mol. The value obtained for the HOMO energy is -8.4 eV.

```
! wB97M-V def2-TZVPD RIJCOSX def2/J DEFGRID3
* xyz 0 1
N -1.59461 0.08570 -0.07049
N 0.33711 -1.12220 0.03071
N 0.39645 1.19980 0.07549
N -0.44950 0.10712 0.05351
H -0.32589 -1.73088 -0.51471
H 0.56447 -1.43023 1.08758
H -0.16063 1.90736 -0.26326
H 1.23260 0.98333 -0.39882
*
```

Mulliken population analysis, charges in e, atoms 1 to 6: N -0.652; N -0.647; N -0.536; N 0.652; H 0.339; H 0.283

=====

(2)
The following is a DFT calculation (ωB97M-V/def2-TZVPD) of a cluster of 2 separate species, C5H6BrF in total at a distorted geometry.

Its energy above the lowest of the compared OMol25 structures with the same formula, charge and spin is 128.7 kcal/mol. The value obtained for the HOMO energy (alpha / beta) is -7.8 / -8.3 eV.

```
! wB97M-V def2-TZVPD RIJCOSX def2/J DEFGRID3
* xyz 0 1
C 1.88468 -2.65184 -0.55952
C 0.90678 -1.66709 -0.68031
C 0.80215 -0.34926 -0.20206
C -1.18401 0.97093 -0.95604
C -0.99417 2.44088 -0.91652
F -2.05197 0.45554 0.01313
Br 2.23680 0.69323 0.17756
H 1.83536 -3.67232 -1.05997
H 2.90007 -2.48915 -0.06463
H -0.02728 -1.90443 -1.17291
H -1.87157 2.89985 -1.46687
H -0.15778 2.68542 -1.52237
H -0.87272 2.95210 0.04295
*
```

Mulliken population analysis, charges in e, atoms 1 to 6: C -0.698; C 0.173; C -0.173; C 0.144; C -0.906; F -0.198

=====

(3)
The following is a DFT calculation (ωB97M-V/def2-TZVPD) of a structure of composition C16H22ClN10O2RuS.

Its energy above the lowest of the compared OMol25 structures with the same formula, charge and spin is 0.0 kcal/mol. The value obtained for the HOMO energy (alpha / beta) is -17.4 / -17.4 eV.

```
! wB97M-V def2-TZVPD RIJCOSX def2/J DEFGRID3
* xyz 3 1
Ru 0.56152 -0.45244 -0.51504
C -2.15187 -3.26473 4.41370
C -0.84334 -2.64113 3.96382
N -1.08890 -1.33313 3.33110
C -0.55800 -0.87228 2.22866
S 0.69482 -1.72001 1.35880
N -0.95636 0.37851 1.84306
N -0.47888 0.74099 0.67653
C -0.74765 1.98024 0.23890
C -1.51557 2.97085 1.02542
C -0.25339 2.24890 -1.09258
C -0.44962 3.46920 -1.73459
C 0.02950 3.64060 -3.02406
C 0.69662 2.59120 -3.63860
C 0.87446 1.39812 -2.94703
N 0.40782 1.22273 -1.71325
H -1.94130 -4.20003 4.92920
H -2.80336 -3.47876 3.56745
H -2.67940 -2.61763 5.11571
H -0.31993 -3.26631 3.24138
H -0.17372 -2.47519 4.81007
H -1.75143 -0.71850 3.79554
H -1.77839 2.58986 2.00505
H -2.43195 3.23950 0.49115
H -0.93683 3.89168 1.13595
H -0.97290 4.27178 -1.23358
H -0.12112 4.57817 -3.54276
H 1.06896 2.67792 -4.65053
H 1.37634 0.55421 -3.40385
N 2.38031 1.80656 1.36937
N 3.64705 1.36411 0.97967
C 3.84354 0.42561 0.05054
N 5.08743 0.11644 -0.25882
N 2.73694 -0.16149 -0.50442
N 2.90796 -1.12296 -1.44460
O 1.77417 -1.60185 -1.76593
O 3.92671 -1.49695 -1.93159
H 2.35488 2.81569 1.25861
H 2.25525 1.59605 2.35539
H 4.46386 1.76688 1.42164
H 5.86098 0.57806 0.19810
H 5.29775 -0.58789 -0.94999
Cl -4.74070 -0.11759 -2.49978
C -3.38556 -1.09713 -2.14687
C -3.36645 -2.45375 -2.45320
C -2.23122 -3.18356 -2.14057
C -1.16025 -2.55490 -1.54060
N -1.18476 -1.24077 -1.23992
C -2.28283 -0.52677 -1.54360
H -4.22219 -2.91875 -2.92548
H -2.16997 -4.23945 -2.36373
H -0.25680 -3.09543 -1.29609
H -2.29223 0.52553 -1.30373
*
```

Mulliken population analysis, charges in e, atoms 1 to 6: Ru -0.099; C -1.299; C -0.243; N -0.116; C 0.454; S -0.276

=====

(4)
The following is a DFT calculation (ωB97M-V/def2-TZVPD) of a cluster of 6 separate species, C35H66BClNO21S2 in total at a distorted geometry.

The value obtained for the HOMO energy is -11.7 eV.

```
! wB97M-V def2-TZVPD RIJCOSX def2/J DEFGRID3
* xyz 1 1
C 7.05068 -3.50417 -0.17488
C 5.98632 -3.22152 0.29553
C 4.68899 -2.72828 0.72179
Cl 4.86947 -2.24637 2.45543
C 4.28032 -1.41230 -0.00746
C 4.58533 -1.32673 -1.51150
C 4.45175 0.09306 -2.01869
C 5.47276 0.70775 -2.63450
O 2.94914 -1.04836 0.25992
C 2.00368 -2.04375 -0.10102
C 0.62436 -1.42080 0.08348
C -0.43757 -2.00458 -0.87039
C -1.17090 -0.91510 -1.65158
S -2.33912 -1.75633 -2.68415
O -3.17200 -2.59123 -1.87560
O -1.64252 -2.42085 -3.74636
O -3.18167 -0.55209 -3.25856
C 2.22441 -3.27319 0.78476
C 1.14289 -4.34611 0.68854
C -0.00264 -4.18096 1.72266
O -0.01895 -5.26667 2.63562
N 3.63199 -3.84548 0.62513
S 3.92558 -4.91452 2.09365
B 3.85638 -4.77772 -0.64765
C 3.21972 -4.51186 -2.04608
O 4.59836 -5.88558 -0.42895
H 7.95782 -3.90400 -0.56686
H 4.88641 -0.64329 0.46621
H 3.88716 -1.89489 -2.12186
H 5.59892 -1.64017 -1.74837
H 3.50663 0.61384 -1.89478
H 6.49264 0.62573 -2.26734
H 5.33336 1.29300 -3.53662
H 2.11141 -2.27639 -1.16264
H 0.28384 -1.45487 1.11623
H 0.74569 -0.36767 -0.17226
H -1.18823 -2.59712 -0.35249
H 0.03537 -2.66881 -1.59694
H -1.70830 -0.24599 -0.97954
H -0.52076 -0.34433 -2.31246
H -3.63668 -0.87260 -4.05421
H 2.20902 -2.87740 1.80235
H 1.51027 -5.35691 0.85600
H 0.68671 -4.35080 -0.30150
H 0.14365 -3.26444 2.29791
H -0.96369 -4.16539 1.21945
H 0.59928 -5.09191 3.34933
H 3.27442 -5.99652 1.63955
H 3.18390 -5.46446 -2.57413
H 2.19033 -4.16444 -1.97812
H 3.81342 -3.83634 -2.66164
H 5.41234 -5.88978 -0.94651
C 9.39704 -0.08682 7.55906
C 9.77855 -0.08995 6.09641
O 9.72666 -1.41573 5.53146
C 8.51844 -1.86752 5.23653
O 7.47478 -1.27663 5.36040
O 8.64149 -3.11155 4.75646
C 7.39232 -3.73774 4.47562
H 10.01064 -0.79540 8.11589
H 9.53458 0.90641 7.98470
H 8.35586 -0.37579 7.69581
H 10.81145 0.22786 5.97194
H 9.15015 0.58277 5.51347
H 6.78321 -3.09814 3.84072
H 6.85858 -3.95482 5.40089
H 7.61665 -4.67016 3.96351
C 6.43175 2.03682 12.98060
C 6.17860 1.17824 11.76109
O 7.39427 0.61266 11.24167
C 7.86527 -0.43690 11.91351
O 7.35957 -0.95251 12.87519
O 9.00403 -0.82018 11.33371
C 9.67177 -1.89598 12.00064
H 7.17834 2.80039 12.75942
H 5.50979 2.52560 13.29485
H 6.80351 1.43671 13.80969
H 5.77815 1.78196 10.94877
H 5.46266 0.38422 11.97153
H 9.00102 -2.73909 12.14851
H 10.06574 -1.55959 12.95800
H 10.49295 -2.19029 11.35365
C -5.02650 1.74151 -2.08324
C -4.96362 3.25148 -2.13486
O -4.94731 3.81669 -0.81300
C -3.78446 3.74845 -0.17354
O -2.75928 3.27558 -0.59976
O -3.94489 4.28978 1.03262
C -2.79121 4.22822 1.87344
H -5.87215 1.41214 -1.47820
H -5.13055 1.33306 -3.08727
H -4.12287 1.33278 -1.63683
H -5.85466 3.65318 -2.61340
H -4.10089 3.59502 -2.70482
H -1.92116 4.64684 1.37268
H -2.59379 3.19813 2.16748
H -3.02589 4.81840 2.75382
C -10.76232 4.26519 -6.19023
C -10.63950 5.77226 -6.19957
O -10.61940 6.31912 -4.87059
C -9.46379 6.20638 -4.22417
O -8.44930 5.71703 -4.65457
O -9.61517 6.73119 -3.00833
C -8.46136 6.61978 -2.17454
H -11.62926 3.95388 -5.60644
H -10.86721 3.88597 -7.20729
H -9.88349 3.80290 -5.74140
H -11.50793 6.21979 -6.67846
H -9.75496 6.09918 -6.74600
H -7.57902 7.02492 -2.66505
H -8.29483 5.57831 -1.90214
H -8.66455 7.19561 -1.27666
C -10.88850 -0.17078 -12.31205
C -11.60694 1.01612 -11.70913
O -11.03402 1.40586 -10.44886
C -9.90249 2.10062 -10.52815
O -9.34340 2.44368 -11.53650
O -9.48904 2.36010 -9.28478
C -8.24023 3.05062 -9.21221
H -10.85803 -0.99749 -11.60127
H -11.40058 -0.50105 -13.21551
H -9.86216 0.08511 -12.57142
H -12.63975 0.75941 -11.48253
H -11.61614 1.86723 -12.38918
H -8.25535 3.95656 -9.81421
H -7.42636 2.40393 -9.53661
H -8.09526 3.31809 -8.16886
*
```

Mulliken population analysis, charges in e, atoms 1 to 6: C -0.216; C -1.522; C 1.776; Cl -0.255; C -0.621; C -0.418

=====

(5)
The following is a DFT calculation (ωB97M-V/def2-TZVPD) of a structure of composition C42H32BeBr2ClN2O2P2.

Its energy above the lowest of the compared OMol25 structures with the same formula, charge and spin is 0.0 kcal/mol. The value obtained for the HOMO energy is -10.3 eV.

```
! wB97M-V def2-TZVPD RIJCOSX def2/J DEFGRID3
* xyz 1 1
Be 2.31244 0.60064 -1.23520
Cl -0.75751 5.28326 -5.47708
C 0.08263 4.34163 -4.29066
C 0.51001 4.96168 -3.09624
C 1.17134 4.25781 -2.12720
C 1.43059 2.88014 -2.29768
O 2.02770 2.19437 -1.37292
C 1.01401 2.27896 -3.51029
C 1.32460 0.91811 -3.70424
O 1.86410 0.18060 -2.85139
C 0.34266 3.02534 -4.50474
H 0.29941 6.01555 -2.95415
H 1.48752 4.73625 -1.20767
H 1.08486 0.46676 -4.67300
H 0.04257 2.54551 -5.42942
Br 5.03291 -5.37124 -0.39134
C 4.22754 -3.70512 -0.69280
C 3.37876 -3.52101 -1.76812
C 2.81048 -2.27192 -1.94188
N 3.06418 -1.24352 -1.13064
C 3.91389 -1.42567 -0.11427
C 4.50318 -2.64600 0.15660
C 4.22016 -0.17741 0.62246
C 5.07965 -0.10645 1.70202
C 5.37334 1.14177 2.22482
Br 6.54547 1.28910 3.67923
C 4.80419 2.27203 1.66557
C 3.92191 2.10471 0.61403
N 3.62920 0.90643 0.10063
H 3.17151 -4.32325 -2.46203
H 2.12721 -2.07812 -2.75553
H 5.17785 -2.77968 0.98945
H 5.52177 -0.99353 2.13324
H 5.03752 3.25974 2.03734
H 3.41367 2.94436 0.16437
C -0.22898 -0.74478 1.65311
P 0.29210 0.10558 0.07097
C -0.33643 1.79092 0.41401
C 0.40752 2.43140 1.41084
C 0.05996 3.69286 1.85795
C -1.04131 4.34304 1.30808
C -1.76658 3.72820 0.30292
C -1.41053 2.46190 -0.15268
C -0.68787 -0.81181 -1.17284
C -0.44161 -2.18727 -1.17605
C -1.04773 -3.02272 -2.10237
C -1.91851 -2.49285 -3.04599
C -2.15634 -1.12601 -3.06317
C -1.53881 -0.28916 -2.14292
P -1.85582 -0.16661 2.37658
C -3.04062 -0.65481 1.05250
C -4.00470 0.27570 0.67392
C -4.98238 -0.05467 -0.26224
C -4.99636 -1.32209 -0.82287
C -4.04132 -2.26193 -0.44262
C -3.07369 -1.93178 0.49101
C -2.17228 -1.54960 3.55208
C -3.48348 -1.67091 4.02806
C -3.81501 -2.66122 4.93779
C -2.83798 -3.53749 5.40248
C -1.53325 -3.40525 4.96116
C -1.19933 -2.41386 4.04311
H 0.53345 -0.51485 2.40042
H -0.22911 -1.82054 1.47738
H 1.27012 1.92810 1.84215
H 0.63887 4.17257 2.63793
H -1.32139 5.32713 1.66347
H -2.62419 4.22757 -0.13190
H -2.00333 2.01537 -0.93593
H 0.23099 -2.61738 -0.43979
H -0.83707 -4.08619 -2.09165
H -2.40884 -3.14256 -3.76101
H -2.83122 -0.70347 -3.79908
H -1.73564 0.77095 -2.19985
H -3.99306 1.26166 1.12864
H -5.73525 0.67334 -0.54080
H -5.75788 -1.58630 -1.54749
H -4.06732 -3.25980 -0.86491
H -2.34986 -2.68059 0.79754
H -4.24650 -0.98591 3.67498
H -4.83794 -2.75185 5.28398
H -3.09760 -4.31559 6.10920
H -0.76684 -4.07670 5.33137
H -0.17034 -2.32153 3.71127
*
```

Mulliken population analysis, charges in e, atoms 1 to 6: Be -0.658; Cl -0.214; C 0.069; C -0.715; C -0.478; C 0.638

=====

(6)
The following is a DFT calculation (ωB97M-V/def2-TZVPD) of a structure of composition C3H5KNS2Se3Te.

Its energy above the lowest of the compared OMol25 structures with the same formula, charge and spin is 0.0 kcal/mol. The value obtained for the HOMO energy is -3.5 eV.

```
! wB97M-V def2-TZVPD RIJCOSX def2/J DEFGRID3
* xyz -1 1
K 2.59353 1.04719 1.02252
Se 1.63929 2.14858 -1.81963
Se 1.02246 3.69375 -0.13664
Te -0.53687 2.66861 1.62849
Se 0.82320 1.91407 3.56243
S 2.37410 -2.21386 0.25847
C 0.80961 -1.69163 0.00637
N 0.40044 -0.87923 -0.95598
C -0.95459 -0.35335 -0.87183
C -1.74090 -1.33351 -0.01138
S -0.50833 -2.13796 1.06364
H 1.07878 -0.32066 -1.46852
H -1.37426 -0.24872 -1.87127
H -0.91426 0.63026 -0.40654
H -2.23382 -2.10532 -0.60078
H -2.47836 -0.81820 0.60065
*
```

Mulliken population analysis, charges in e, atoms 1 to 6: K 0.863; Se -0.697; Se -0.269; Te -0.025; Se -0.745; S -0.333